Entry 1:
Entry from OMol25: a structure of composition C19H23FeN2 (ωB97M-V with the def2-TZVPD basis set).

```
45
C19H23FeN2 ωB97M-V with the def2-TZVPD basis set
C -2.31347 0.66921 2.94244
C -2.26263 1.15580 1.56273
C -1.33984 2.28739 1.52406
C -0.83568 2.50319 2.86509
C -1.43405 1.51714 3.74125
Fe -0.50505 0.62691 2.22617
C 1.29812 0.25793 2.88061
C 0.42521 -0.88941 3.12403
C -0.11299 -1.31286 1.85477
C 0.35446 -0.46162 0.79896
C -0.11152 -0.46310 -0.68741
C 0.88135 0.31124 -1.56330
C 0.33121 0.98651 -2.64204
C 1.13511 1.74787 -3.49172
C 2.48092 1.94374 -3.21737
C 3.03385 1.33705 -2.09017
C 2.25185 0.53811 -1.26341
C 1.25506 0.54016 1.45801
H -2.94946 -0.12222 3.31530
H -2.88244 0.81592 0.74315
H -1.15697 2.93615 0.67156
H -0.20855 3.33007 3.18279
H -1.32436 1.48162 4.82046
H 1.84026 0.79666 3.65706
H 0.21731 -1.38144 4.06896
H -0.72015 -2.18668 1.68433
H -1.04952 0.14961 -0.65127
H -0.74111 0.93301 -2.79337
H 0.66347 2.23924 -4.33276
H 3.07878 2.60853 -3.83500
H 4.06019 1.53974 -1.81227
H 2.71295 0.13439 -0.36771
H 1.84767 1.32381 0.99521
C -1.02010 -1.77559 -2.73321
N -0.54642 -1.77567 -1.29518
C 0.54765 -2.81065 -1.27138
N -1.68764 -2.39092 -0.63414
H -0.23584 -1.52646 -3.44332
H -1.30290 -2.82175 -2.88946
H -1.92882 -1.18702 -2.86813
H 1.28336 -2.54444 -2.03661
H 0.96422 -2.85597 -0.26248
H 0.02049 -3.75086 -1.54335
H -1.49522 -2.63938 0.33593
H -2.51877 -1.81498 -0.72780
```

Calculated values
LUMO level (spin up / spin down) = 2.876 / 2.723 eV
charge = -1
energy relative to the best compared isomer or geometry (same formula, charge and spin) = 307.6 kJ/mol
⟨S²⟩ = 6.093
HOMO level (spin up / spin down) = 0.0 / -3.0 eV
2S+1 = 5

---

Entry 2:
Entry from OMol25: a structure of composition C19H23HgNSb (ωB97M-V with the def2-TZVPD basis set).

```
45
C19H23HgNSb ωB97M-V with the def2-TZVPD basis set
C -1.19309 1.91993 -2.27343
Hg -0.13919 0.26143 -2.85603
N 1.15981 -1.46057 -3.57393
H -0.01579 0.90243 -4.27003
H 2.15961 -1.21827 -3.62663
H -1.42669 -0.17407 -3.55093
H -1.65319 2.45173 -3.11883
H -0.43879 2.57783 -1.79493
H -1.97759 1.65653 -1.54143
H 1.10631 -2.33457 -3.03423
H 0.88761 -1.70667 -4.53503
C -0.66319 3.95103 2.17417
C 0.45661 3.75533 1.36257
C 0.65251 2.52533 0.73167
C -0.26539 1.48123 0.90767
C -1.38229 1.67493 1.72977
C -1.58069 2.91113 2.35927
Sb 0.06021 -0.33457 -0.20153
C 2.09551 -0.59147 0.40297
C 3.12731 -0.59197 -0.54013
C 4.45361 -0.75537 -0.12773
C 4.74961 -0.91477 1.22977
C 3.71881 -0.90937 2.17507
C 2.39261 -0.74767 1.76187
C -1.69129 -1.48217 0.24397
C -1.55139 -2.69537 0.92597
C -2.68039 -3.46147 1.23167
C -3.95259 -3.01557 0.85427
C -4.09209 -1.80427 0.17177
C -2.96429 -1.03747 -0.13273
H -0.82159 4.90813 2.65367
H 1.16521 4.56073 1.21257
H 1.51311 2.38813 0.08687
H -2.10799 0.88373 1.86247
H -2.45219 3.06823 2.98127
H 2.90411 -0.46147 -1.58693
H 5.25111 -0.75627 -0.85943
H 5.77611 -1.04007 1.54897
H 3.94741 -1.02937 3.22607
H 1.59701 -0.74167 2.49577
H -0.56929 -3.04207 1.22047
H -2.57039 -4.39927 1.76127
H -4.82469 -3.60917 1.09107
H -5.07579 -1.45947 -0.12023
H -3.08429 -0.10347 -0.65883
```

Calculated values
LUMO level (spin up / spin down) = 2.813 / 2.800 eV
charge = -1
energy relative to the best compared isomer or geometry (same formula, charge and spin) = 14.8 kJ/mol
HOMO level (spin up / spin down) = -1.0 / -1.2 eV
2S+1 = 1

---

Entry 3:
Entry from OMol25: an isolated molecule of C19H23N3O2 (ωB97M-V with the def2-TZVPD basis set).

```
47
C19H23N3O2 ωB97M-V with the def2-TZVPD basis set
C 2.45497 2.85221 -0.02495
C 2.28192 2.49411 1.44545
C 2.88282 1.12121 1.77030
N 2.23832 0.06382 1.04213
C 0.95014 -0.39234 1.21481
N 0.15074 0.10496 2.20222
C -1.15674 -0.50809 2.36576
C -1.97808 -0.27877 1.12420
C -2.01529 0.97158 0.54385
C -2.72408 1.20836 -0.63255
O -2.68280 2.49122 -1.10770
C -3.37433 2.78001 -2.29637
C -3.40431 0.15640 -1.22372
C -3.38064 -1.10273 -0.64111
C -2.68021 -1.33766 0.53161
O -2.63501 -2.54205 1.17583
C -3.11424 -3.67545 0.49667
N 0.58042 -1.27495 0.32887
C 1.65831 -1.42521 -0.50691
C 1.82162 -2.23739 -1.61967
C 3.03475 -2.19229 -2.27941
C 4.06783 -1.36266 -1.85114
C 3.92540 -0.54563 -0.74331
C 2.71412 -0.58511 -0.07994
H 2.01698 3.82551 -0.23107
H 3.50925 2.88444 -0.29241
H 1.96238 2.11598 -0.65596
H 2.77066 3.24282 2.07247
H 1.21868 2.48254 1.69147
H 2.80207 0.92489 2.84733
H 3.94294 1.10809 1.50540
H 0.62524 0.35458 3.05770
H -1.08003 -1.58722 2.53792
H -1.63735 -0.03802 3.22836
H -1.47427 1.79086 0.98985
H -2.98888 2.19662 -3.13920
H -4.44958 2.59879 -2.19194
H -3.20647 3.83918 -2.48679
H -3.95851 0.28896 -2.13949
H -3.92077 -1.89848 -1.12937
H -2.86658 -4.52622 1.13028
H -2.62649 -3.79424 -0.47542
H -4.20071 -3.63682 0.35879
H 1.02055 -2.87988 -1.94864
H 3.19027 -2.81431 -3.14912
H 5.00106 -1.35599 -2.39516
H 4.73394 0.09434 -0.41986
```

Calculated values
LUMO level = 0.735 eV
charge = 0
energy relative to the best compared isomer or geometry (same formula, charge and spin) = 187.4 kJ/mol
SMILES = CCCn1c(NCc2cc(OC)ccc2OC)nc2ccccc21
HOMO level = -7.6 eV
2S+1 = 1

---

- Which value of charge does entry 3 give?
  0

---

- Number 2 is which compound?
  C19H23HgNSb